This record from the Open Molecules 2025 dataset describes a 2-piece molecular cluster, C2H7N2S overall. The level of theory is ωB97M-V/def2-TZVPD.

Geometry as XYZ:
```
12
C2H7N2S (ωB97M-V/def2-TZVPD)
S -1.735 0.273 -1.610
N 0.140 1.741 0.539
N 0.714 -1.835 0.112
C 0.798 -0.597 0.825
C 0.876 0.603 0.136
H 0.539 2.597 0.215
H -0.196 -1.993 -0.307
H 0.545 -0.643 1.899
H -0.810 1.606 0.155
H -3.080 0.271 -1.704
H 1.036 -2.654 0.632
H 1.172 0.631 -0.893
```

The relative energy (zero: lowest compared OMol25 entry of this formula, charge and spin) comes out at 22.6 kcal per mole. As for the expectation value of S²: 0.75. The spin multiplicity is 2. As for the LUMO energy (alpha / beta): 6.71 / 6.52 eV. As for the charge: -2. The calculation puts the total energy at -15998.288 eV. For the orbital gap (alpha / beta), the calculation gives 2.19 / 6.60 eV.



This record from the Open Molecules 2025 dataset describes C36H24ClNiO33PV as an isolated structure. The level of theory is ωB97M-V/def2-TZVPD.

Geometry as XYZ:
```
97
C36H24ClNiO33PV (ωB97M-V/def2-TZVPD)
Ni -3.055 -1.592 -1.462
V 2.182 1.207 -2.895
Cl -2.756 -2.419 -6.422
P 0.176 -0.077 0.373
O 6.686 1.082 0.091
O 4.202 -7.065 -7.331
O -10.612 -0.439 5.478
O -8.489 5.080 1.392
O 1.607 1.735 -4.252
O -6.863 7.404 1.450
O 3.671 -3.416 -4.348
O -5.331 0.886 4.287
O 4.105 -8.837 -5.260
O 1.829 -9.459 1.648
O 6.292 -0.427 2.515
O 1.541 6.601 1.268
O 10.807 0.095 3.381
O 11.047 1.892 1.196
O -5.064 2.690 -0.734
O 0.297 1.421 0.095
O 2.087 11.215 0.722
O 1.512 -0.740 -0.024
O -9.657 1.973 6.129
O -3.329 4.959 -0.709
O -1.545 -2.235 -7.142
O -3.823 -2.644 -7.325
O -2.534 -3.386 -5.412
O 3.015 10.802 -1.897
O -0.681 -5.583 2.754
O 2.745 6.183 -1.372
O 0.144 -9.904 -0.595
O -1.127 -0.772 0.813
O -3.136 -1.263 -5.627
O -0.237 -0.236 -1.108
O 3.678 -5.230 -2.173
O -2.051 -5.862 0.254
O -6.638 -1.380 3.093
C 8.903 1.469 0.629
C 1.973 7.634 0.517
C -0.405 -6.584 1.905
C -6.731 3.910 0.312
C 3.819 -5.259 -5.873
C -7.238 5.079 0.807
C -0.039 -8.803 0.199
C 3.813 -4.622 -4.569
C 9.901 1.232 1.449
C -8.568 -0.959 4.313
C -5.394 3.793 -0.241
C 3.916 -7.022 -3.686
C 7.591 0.867 0.868
C 4.069 -7.640 -5.049
C 0.530 -7.512 2.217
C 8.555 -0.191 2.873
C 2.849 8.483 -1.555
C 3.847 -5.670 -3.488
C -9.359 -0.155 5.067
C -1.041 -7.908 -0.101
C -4.587 5.025 -0.169
C 7.505 0.050 2.136
C 2.727 9.769 -1.110
C 2.562 7.270 -0.819
C 4.104 -6.567 -6.070
C -6.422 6.326 0.926
C -5.057 6.178 0.313
C -6.652 0.573 4.566
C 1.931 8.920 0.918
C -7.172 -0.704 3.988
C 0.899 -8.661 1.371
C -8.903 1.130 5.603
C -7.476 1.432 5.268
C 2.225 10.080 0.187
C -1.224 -6.644 0.673
C 9.911 0.361 2.609
H -1.552 -8.090 -1.035
H 5.583 -0.319 1.877
H 11.780 1.493 1.671
H -2.804 4.261 -0.312
H -1.084 -4.853 2.278
H 3.139 8.332 -2.584
H 4.403 -8.004 -7.350
H 0.774 -10.523 -0.218
H -7.106 2.376 5.639
H 9.072 2.136 -0.204
H 1.480 5.791 0.756
H -4.429 7.057 0.284
H 1.677 8.984 1.966
H 8.440 -0.802 3.757
H 3.837 -4.645 -6.762
H -9.032 -1.877 3.982
H -8.677 5.899 1.858
H -7.249 2.970 0.195
H 4.065 -7.664 -2.830
H -10.885 0.352 5.949
H 3.276 -4.359 -2.130
H -4.946 0.226 3.707
H 1.200 -7.279 3.031
H 2.984 11.597 -1.360
```

As for the expectation value of S²: 3.87. The spin multiplicity is 4. As for the LUMO energy (alpha / beta): -3.47 / -3.52 eV. The calculation puts the total energy at -193803.775 eV. For the orbital gap (alpha / beta), the calculation gives 4.35 / 4.31 eV.